(1)
{"formula": "C21H21MnN6S3SbSi", "method": "ωB97M-V/def2-TZVPD", "species": ["Mn", "C", "C", "N", "C", "C", "N", "C", "C", "C", "C", "C", "N", "C", "C", "N", "C", "C", "N", "C", "C", "C", "N", "C", "C", "H", "H", "H", "H", "H", "H", "H", "H", "H", "H", "H", "H", "S", "Sb", "S", "S", "C", "Si", "C", "C", "H", "H", "H", "H", "H", "H", "H", "H", "H"], "positions_angstrom": [[0.2246, 0.5034, 1.2155], [4.5130, -0.7543, 0.9473], [3.2946, -0.5990, 1.5673], [2.1387, -0.5821, 0.8936], [2.2538, -0.7631, -0.4740], [3.5083, -0.9255, -1.0572], [4.6376, -0.9168, -0.3808], [0.9970, -0.7867, -1.1875], [0.7658, -1.0009, -2.5466], [-0.5523, -1.0295, -3.0231], [-1.5770, -1.1344, -2.0675], [-1.2812, -0.9069, -0.7268], [-0.0348, -0.5717, -0.3579], [-2.1525, -1.0088, 0.4247], [-3.5128, -1.2914, 0.3760], [-4.2777, -1.3952, 1.4447], [-3.6495, -1.2386, 2.6217], [-2.3037, -0.9590, 2.7165], [-1.5218, -0.8136, 1.6396], [-0.8542, -0.9174, -4.4530], [0.1502, -0.7516, -5.4167], [-0.1924, -0.5700, -6.7430], [-1.4385, -0.5478, -7.1922], [-2.3968, -0.6881, -6.2879], [-2.1680, -0.8740, -4.9380], [5.4372, -0.7492, 1.5088], [3.2381, -0.4887, 2.6426], [3.5936, -1.0671, -2.1263], [1.6076, -1.0741, -3.2122], [-2.5912, -1.3451, -2.3556], [-4.0027, -1.4327, -0.5787], [-4.2650, -1.3381, 3.5052], [-1.8335, -0.8400, 3.6842], [1.1942, -0.7375, -5.1501], [0.5792, -0.4265, -7.4923], [-3.4117, -0.6422, -6.6682], [-3.0189, -0.9591, -4.2815], [-0.7088, 2.4139, -2.7040], [-0.3404, 3.4234, -0.6747], [-1.5063, 1.9195, 0.9318], [1.5239, 2.1073, 0.3200], [1.0120, 0.0110, 4.8156], [0.6099, 1.3233, 3.4128], [-0.8292, 2.3446, 4.2488], [2.0817, 2.5856, 3.6243], [1.1699, 0.5571, 5.7401], [1.9118, -0.5600, 4.6082], [0.1999, -0.6914, 4.9780], [-0.5277, 2.7081, 5.2291], [-1.7297, 1.7504, 4.3755], [-1.0973, 3.2026, 3.6388], [2.1890, 2.9010, 4.6595], [1.9176, 3.4716, 3.0182], [3.0269, 2.1555, 3.3076]], "atomic_forces_ev_per_a": [[0.204, 1.050, 0.429], [0.271, -0.071, 0.005], [-0.222, -0.033, 0.110], [0.615, -0.248, -1.026], [-0.323, -0.195, 0.671], [0.264, -0.094, -0.144], [-0.220, 0.033, 0.052], [0.306, -0.152, -0.916], [0.070, 0.356, 0.726], [0.339, -0.135, -0.020], [-0.066, 0.305, 1.282], [-0.243, -0.170, -1.336], [-0.240, -1.072, -0.705], [0.478, -0.103, 1.018], [-0.212, -0.109, -0.146], [0.339, 0.033, 0.344], [-0.411, -0.126, -0.158], [0.424, 0.052, -0.165], [-1.401, -0.484, -0.716], [-0.012, 0.021, -0.314], [-0.179, -0.048, 0.071], [0.231, -0.078, 0.088], [-0.138, 0.127, -0.450], [-0.134, -0.090, 0.121], [0.174, -0.038, 0.032], [-0.054, 0.015, 0.161], [-0.037, 0.121, 0.014], [-0.084, 0.020, -0.096], [0.085, -0.034, -0.129], [-0.150, -0.035, -0.060], [0.050, 0.040, -0.084], [0.075, 0.032, 0.102], [0.032, 0.107, -0.002], [0.071, 0.035, 0.049], [0.062, -0.023, 0.048], [-0.046, -0.022, 0.059], [-0.034, 0.032, 0.072], [0.067, 0.212, 0.318], [-0.055, -0.403, -0.285], [-0.172, 0.473, 0.152], [0.136, 0.482, 0.009], [-0.206, 0.387, -0.862], [0.357, 1.388, 2.326], [0.449, -0.525, -0.522], [-0.515, -0.622, -0.306], [0.027, 0.178, 0.199], [0.175, -0.155, -0.058], [-0.161, -0.176, 0.009], [0.207, -0.055, 0.187], [-0.226, -0.134, -0.009], [0.018, 0.049, -0.157], [-0.116, -0.080, 0.285], [-0.094, 0.053, -0.148], [0.225, -0.092, -0.123]], "lowdin_spin": [3.442, 0.067, 0.020, 0.100, 0.041, 0.006, 0.033, 0.107, -0.030, 0.108, -0.007, 0.090, 0.215, 0.020, 0.006, 0.014, 0.041, 0.011, 0.060, 0.012, 0.026, -0.001, 0.032, -0.002, 0.025, 0.004, 0.000, -0.001, -0.002, 0.000, 0.000, 0.003, 0.000, 0.002, -0.001, -0.001, 0.002, 0.027, 0.033, -0.173, -0.185, -0.034, -0.092, -0.008, -0.007, -0.005, 0.000, 0.000, -0.002, 0.000, 0.002, -0.002, 0.002, 0.000], "energy_ha": -4016.8042, "lumo_ev": [1.35, 1.45], "s_squared": 6.4898, "e_homo_ev": [-2.896, -4.264], "multiplicity": 5, "charge": -1, "largest_force_ha_per_bohr": 0.0531}

---

(2)
{"formula": "C21H21N2O5PdSe2Te2", "method": "ωB97M-V/def2-TZVPD", "species": ["Pd", "C", "O", "C", "C", "C", "C", "C", "C", "O", "C", "O", "C", "H", "H", "H", "H", "H", "H", "H", "H", "H", "Se", "Te", "Te", "Se", "O", "C", "C", "C", "C", "N", "C", "C", "C", "C", "C", "C", "O", "C", "C", "N", "H", "H", "H", "H", "H", "H", "H", "H", "H", "H", "H", "H"], "positions_angstrom": [[0.4835, -0.0186, 0.2688], [-1.5429, -4.1522, -5.6547], [-2.7652, -4.0155, -4.9385], [-2.7238, -3.3982, -3.7503], [-3.9791, -3.3056, -3.0867], [-4.0823, -2.7042, -1.8417], [-2.9870, -2.1480, -1.2113], [-3.1577, -1.4150, 0.0771], [-4.1463, -1.9453, 1.0886], [-2.5219, -0.4111, 0.3156], [-1.6793, -2.2405, -1.8683], [-0.6354, -1.8048, -1.3501], [-1.6077, -2.8839, -3.1572], [-1.7945, -4.6561, -6.5818], [-0.8285, -4.7542, -5.0901], [-1.1105, -3.1739, -5.8744], [-4.8467, -3.7215, -3.5807], [-5.0572, -2.6522, -1.3751], [-4.6310, -2.8718, 0.7942], [-4.8953, -1.1801, 1.2935], [-3.5995, -2.1172, 2.0167], [-0.6230, -2.9472, -3.5966], [3.1611, 0.6748, -1.2115], [2.7766, -1.6247, -0.5982], [2.3292, -1.1873, 2.1136], [-0.0783, -1.3836, 2.4298], [-1.8544, 6.1841, 2.5734], [-0.8625, 5.5230, 3.3273], [-0.4301, 4.2830, 2.5986], [0.5214, 3.4354, 3.1518], [0.8824, 2.2985, 2.4600], [0.3709, 1.9773, 1.2739], [-0.5311, 2.7977, 0.7187], [-0.9543, 3.9537, 1.3596], [-1.0014, 2.4290, -0.6417], [-1.8857, 3.2121, -1.3639], [-2.2277, 2.8541, -2.6615], [-3.1939, 3.7121, -3.4426], [-2.8640, 5.0847, -3.3771], [-1.6402, 1.7216, -3.2020], [-0.7789, 0.9761, -2.4167], [-0.4811, 1.3086, -1.1656], [-2.1325, 6.9759, 3.0397], [-1.2367, 5.2337, 4.3158], [0.0164, 6.1600, 3.4787], [0.9744, 3.6462, 4.1118], [1.6110, 1.6119, 2.8705], [-1.6860, 4.6083, 0.9144], [-2.3037, 4.1150, -0.9439], [-4.1860, 3.6272, -2.9962], [-3.2644, 3.3536, -4.4734], [-2.0682, 5.2467, -3.8934], [-1.8439, 1.4149, -4.2196], [-0.3014, 0.0833, -2.7957]], "atomic_forces_ev_per_a": [[0.088, 0.305, -0.055], [0.033, -0.002, -0.018], [-0.060, 0.006, 0.000], [0.080, 0.019, 0.030], [0.001, -0.032, -0.059], [0.015, 0.051, 0.075], [-0.051, -0.027, -0.097], [0.048, 0.032, 0.205], [0.013, -0.033, -0.005], [-0.041, 0.016, -0.156], [0.095, 0.085, 0.129], [-0.027, -0.033, 0.118], [-0.014, -0.059, -0.097], [-0.003, -0.005, 0.005], [-0.006, 0.000, 0.005], [-0.009, 0.001, 0.003], [-0.001, -0.002, 0.001], [0.002, 0.005, 0.007], [-0.001, 0.003, 0.002], [-0.006, -0.001, -0.009], [0.005, 0.008, 0.000], [-0.010, -0.012, -0.019], [-0.079, -0.012, 0.052], [-0.050, -0.105, 0.089], [0.127, -0.044, -0.097], [-0.014, -0.114, -0.088], [0.011, -0.054, -0.040], [0.010, 0.006, 0.016], [0.024, -0.026, 0.002], [-0.020, 0.025, -0.021], [0.010, -0.024, 0.031], [-0.177, -0.039, 0.055], [0.087, 0.031, 0.062], [-0.022, -0.007, -0.038], [-0.023, 0.006, -0.060], [0.042, 0.031, 0.006], [0.018, 0.006, 0.009], [-0.007, -0.013, -0.004], [-0.035, 0.013, 0.040], [-0.032, -0.015, 0.014], [0.030, 0.003, -0.025], [-0.054, -0.032, -0.047], [-0.014, 0.055, 0.031], [0.001, -0.002, -0.003], [-0.004, 0.000, 0.003], [0.001, 0.003, 0.002], [-0.010, -0.006, -0.003], [0.003, 0.006, 0.004], [0.000, 0.002, -0.003], [-0.005, -0.026, -0.021], [0.019, 0.018, -0.006], [0.021, -0.001, -0.020], [0.002, 0.002, -0.003], [-0.009, -0.011, 0.003]], "lowdin_spin": [1.011, 0.000, -0.012, 0.013, 0.278, 0.004, 0.204, 0.018, 0.001, 0.055, 0.060, 0.304, 0.095, 0.000, 0.000, 0.000, 0.013, -0.005, 0.000, 0.001, -0.001, 0.003, 0.664, 0.293, 0.307, 0.492, 0.000, 0.000, -0.002, 0.003, 0.011, 0.076, 0.004, 0.003, 0.006, 0.002, -0.001, 0.000, 0.000, 0.003, 0.010, 0.078, 0.000, 0.000, 0.000, 0.001, 0.006, 0.001, 0.001, 0.000, 0.000, 0.000, 0.000, 0.002], "e_above_lowest_kcal_mol": 17.61, "energy_ha": -6765.0980, "lumo_ev": [-3.35, -4.92], "s_squared": 6.0683, "e_homo_ev": [-10.217, -10.363], "multiplicity": 5, "charge": 1, "largest_force_ha_per_bohr": 0.0063}

---

Q: multiplicity of number 2 (C21H21N2O5PdSe2Te2)?
A: 5